# 1
C2H8OS | ωB97M-V with the def2-TZVPD basis set

Computed properties:
E_LUMO in eV: -2.500
Energy relative to the best compared isomer or geometry (same formula, charge and spin) in eV: 4.958
HOMO energy in hartree: -0.314
Electronic energy in Ha: -554.235644

```
! RIJCOSX wB97M-V def2-TZVPD def2/J DEFGRID3
* xyz 0 1
O -2.735 -3.628 1.133
H -3.260 -2.727 0.966
H -2.159 -3.537 0.398
H 6.414 2.500 2.608
C -0.588 1.501 -1.215
C -0.520 0.171 -0.768
S -2.096 -0.611 -0.645
H -1.213 2.320 -0.842
H 6.306 2.465 1.849
H -0.170 1.762 -2.153
H -0.075 0.058 0.234
H 0.095 -0.274 -1.566
*
```

***

# 2
C7H9O5S | ωB97M-V with the def2-TZVPD basis set

Computed properties:
E_LUMO in eV: 3.606
Energy relative to the best compared isomer or geometry (same formula, charge and spin) in eV: 1.507
HOMO energy in hartree: -0.191
Electronic energy in Ha: -1046.494447
SMILES: CO[C@@H]1C=CC=C[C@@]1(O)S(=O)(=O)[O-]

```
! RIJCOSX wB97M-V def2-TZVPD def2/J DEFGRID3
* xyz -1 1
C 1.856 1.870 -0.270
C 0.622 2.558 0.039
C 1.924 0.545 -0.539
C -0.448 1.884 0.481
C 0.717 -0.306 -0.514
C -0.524 0.376 0.490
C 0.390 -2.607 0.187
O -1.766 -0.178 -1.854
O -2.405 -1.521 0.147
O -3.061 0.800 0.005
O -0.686 -0.196 1.714
O 1.199 -1.423 0.219
S -2.068 -0.209 -0.383
H 2.651 2.665 -0.252
H 0.731 3.562 -0.136
H 2.898 -0.050 -0.706
H -1.403 2.224 0.851
H 0.269 -0.533 -1.596
H 0.587 -3.163 -0.721
H -0.649 -2.394 0.311
H 0.677 -3.260 0.939
H -1.512 -0.645 1.586
*
```

***

We obtain orbital gap values of 6.1, 8.8 eV for the records listed above, in that order.